(1)
Below is C19H25BrCl2EuN2O3 as an isolated structure, with properties calculated with ωB97M-V/def2-TZVPD.

Each line ends with the Löwdin charge.
Atoms and positions in Å:
Eu: -0.022 -0.265 -0.320  1.9435
C: -3.038 -1.042 1.292  -0.0110
O: -2.060 -1.401 0.283  -0.3627
C: -1.966 -2.833 0.104  -0.1441
C: -1.410 -3.117 -1.277  -0.1049
O: -0.220 -2.317 -1.489  -0.3154
C: 0.032 -2.029 -2.885  -0.1352
C: -1.007 -1.050 -3.440  -0.1533
O: -1.320 -0.101 -2.403  -0.4124
C: -2.421 0.762 -2.779  -0.0124
H: -2.812 -1.538 2.237  0.1118
H: -4.035 -1.336 0.965  0.1163
H: -3.005 0.038 1.422  0.0988
H: -2.955 -3.289 0.170  0.1571
H: -1.342 -3.248 0.897  0.1196
H: -2.160 -2.859 -2.023  0.1403
H: -1.164 -4.175 -1.369  0.1613
H: 0.039 -2.947 -3.471  0.1609
H: 1.032 -1.597 -2.921  0.0981
H: -1.922 -1.555 -3.752  0.1399
H: -0.597 -0.537 -4.312  0.1523
H: -3.287 0.165 -3.063  0.1145
H: -2.135 1.401 -3.614  0.1153
H: -2.671 1.370 -1.911  0.0923
Br: 0.885 7.091 -0.677  0.8775
C: 0.849 5.328 -0.039  -0.6658
C: -0.242 4.512 -0.341  -0.0979
C: -0.264 3.212 0.118  -0.0908
C: 0.781 2.714 0.903  -0.3288
C: 1.866 3.537 1.204  -0.0070
C: 1.900 4.836 0.731  -0.0747
N: 0.698 1.359 1.297  -0.0740
C: 1.192 0.960 2.417  -0.0301
C: 1.236 -0.459 2.742  -0.2533
C: 1.595 -0.888 4.010  0.0457
C: 1.654 -2.252 4.275  0.0296
C: 1.402 -3.136 3.239  0.0146
C: 1.056 -2.631 1.994  -0.1092
N: 0.931 -1.323 1.739  -0.0491
H: -1.063 4.921 -0.914  0.1186
H: -1.140 2.585 -0.063  0.0919
H: 2.699 3.162 1.785  0.1249
H: 2.746 5.471 0.958  0.1248
H: 1.590 1.665 3.143  0.1556
H: 1.836 -0.159 4.773  0.1422
H: 1.909 -2.610 5.264  0.1428
H: 1.478 -4.204 3.387  0.1369
H: 0.893 -3.301 1.158  0.1175
Cl: 2.742 -0.628 -0.772  0.6222
C: 2.944 0.672 -1.972  -0.8171
Cl: 1.341 1.401 -2.207  0.6529
H: 3.295 0.251 -2.908  0.0648
H: 3.633 1.414 -1.584  0.0644

Computed properties:
<S²> ... 12.01
Total charge ... +3
Calculated total energy ... -143622.11048 eV
2S+1 ... 7
Relative energy (zero: lowest compared OMol25 entry of this formula, charge and spin) ... 0.715 eV

(2)
Below is C19H25ClNO9PS3Tc as an isolated structure, with properties calculated with ωB97M-V/def2-TZVPD.

Each line ends with the Löwdin charge.
Atoms and positions in Å:
Tc: -0.819 -0.311 -1.671  1.5466
C: 3.504 0.953 5.575  -0.0835
C: 3.297 1.132 4.086  -0.3395
O: 2.336 0.170 3.650  -0.3733
P: 2.534 -0.538 2.196  -0.1700
S: 1.053 -1.801 2.007  0.2994
S: 2.898 0.851 0.827  0.3168
O: 3.958 -1.286 2.389  -0.3751
C: 4.052 -2.535 3.083  -0.3341
C: 4.205 -3.670 2.095  -0.0922
H: 4.201 1.702 5.956  0.0703
H: 3.909 -0.037 5.785  0.0713
H: 2.559 1.054 6.109  0.0723
H: 4.236 1.008 3.543  0.0934
H: 2.915 2.130 3.855  0.1054
H: 3.172 -2.681 3.714  0.0829
H: 4.932 -2.452 3.726  0.1103
H: 3.320 -3.737 1.464  0.0531
H: 4.334 -4.616 2.626  0.0710
H: 5.075 -3.504 1.458  0.0758
O: 0.097 -3.617 -3.106  -0.3234
S: 0.148 -2.192 -3.315  0.3551
O: 0.776 -1.741 -4.518  -0.2978
O: 0.755 -1.484 -2.054  -0.4640
O: -1.291 -1.586 -3.157  -0.4706
O: 0.048 1.070 -0.290  -0.2717
C: -0.521 1.830 0.780  -0.2342
C: -1.351 0.967 1.706  -0.1639
C: -2.556 0.301 0.999  -0.1253
C: -2.354 -1.180 0.848  -0.2735
C: -2.877 -2.064 1.779  -0.0217
C: -2.634 -3.420 1.656  -0.0540
C: -1.879 -3.866 0.586  -0.0444
C: -1.392 -2.942 -0.317  -0.1053
N: -1.623 -1.626 -0.189  -0.0171
H: 0.984 0.815 -0.027  -0.0546
H: -1.128 2.613 0.316  0.1227
H: 0.303 2.297 1.321  0.1013
H: -1.694 1.587 2.538  0.1152
H: -0.697 0.199 2.128  0.0478
H: -2.723 0.748 0.016  0.0862
H: -3.468 0.460 1.576  0.1115
H: -3.457 -1.669 2.601  0.1148
H: -3.030 -4.115 2.385  0.1079
H: -1.649 -4.911 0.439  0.1118
H: -0.794 -3.264 -1.158  0.0806
Cl: -3.326 5.628 -7.156  0.6411
C: -2.809 4.458 -5.971  -0.6641
C: -1.491 4.033 -5.973  -0.0957
C: -1.086 3.100 -5.032  0.0051
C: -1.994 2.612 -4.102  -0.1257
C: -3.313 3.047 -4.116  -0.0064
C: -3.730 3.975 -5.056  -0.1016
C: -1.558 1.612 -3.093  -0.5770
O: -2.345 1.229 -2.182  -0.0861
O: -0.388 1.127 -3.150  -0.0769
H: -0.798 4.426 -6.704  0.1041
H: -0.069 2.734 -5.012  0.1274
H: -4.003 2.649 -3.385  0.1196
H: -4.753 4.323 -5.084  0.1018

Computed properties:
<S²> ... 2.01
Total charge ... -1
Calculated total energy ... -96549.55267 eV
2S+1 ... 3
Relative energy (zero: lowest compared OMol25 entry of this formula, charge and spin) ... 1.045 eV

(3)
Below is C19H25CrN7OS as an isolated structure, with properties calculated with ωB97M-V/def2-TZVPD.

Each line ends with the Löwdin charge.
Atoms and positions in Å:
Cr: 0.720 -0.655 -0.410  0.8855
C: -0.709 0.469 3.309  -0.1541
C: 1.481 0.713 1.850  -0.2537
N: 1.876 -0.673 1.493  -0.0163
C: 1.591 -1.810 2.395  -0.1374
C: 0.808 -2.859 1.634  -0.1851
N: -0.334 -2.201 0.945  -0.0898
C: -1.502 -2.088 1.867  -0.1717
C: -2.297 -0.795 1.845  -0.1875
N: -1.501 0.408 2.082  -0.0584
H: -0.600 -0.531 3.720  0.0970
H: -1.212 1.046 4.090  0.1306
H: -0.205 1.455 0.956  0.1107
H: 2.399 1.298 1.908  0.1673
H: 2.857 -0.679 1.240  0.1430
H: 2.519 -2.233 2.778  0.1383
H: 1.035 -1.450 3.256  0.1002
H: 1.441 -3.306 0.873  0.1040
H: 0.462 -3.651 2.303  0.1335
H: -0.589 -2.825 0.185  0.0964
H: -2.196 -2.907 1.664  0.1349
H: -1.137 -2.268 2.878  0.1072
H: -2.789 -0.669 0.878  0.1139
H: -3.097 -0.928 2.586  0.1291
H: -2.108 1.216 2.018  0.1314
O: 1.252 1.368 -3.872  0.0941
C: 0.946 0.642 -2.949  -0.4719
N: 1.416 0.666 -1.680  -0.0773
C: 2.082 1.888 -1.252  -0.1095
C: 1.425 2.285 0.046  -0.2160
C: 1.475 3.405 0.762  -0.0106
C: 0.873 3.534 2.105  -0.0487
C: 0.537 2.621 3.034  -0.0477
C: 0.684 1.106 3.090  -0.2224
N: 0.731 1.182 0.665  -0.0405
C: -0.196 -0.340 -3.096  -0.1598
C: -0.760 -0.633 -4.319  0.0425
C: -1.869 -1.461 -4.353  -0.0068
C: -2.388 -1.951 -3.162  -0.0211
C: -1.762 -1.617 -1.979  -0.0979
N: -0.681 -0.830 -1.947  0.0179
H: 1.978 2.658 -2.019  0.1326
H: 3.157 1.743 -1.102  0.1356
H: 1.964 4.281 0.355  0.1247
H: 0.684 4.560 2.400  0.1100
H: 0.089 3.022 3.939  0.1161
H: 1.288 0.876 3.975  0.1585
H: -0.319 -0.196 -5.203  0.1358
H: -2.333 -1.718 -5.296  0.1240
H: -3.264 -2.583 -3.145  0.1182
H: -2.139 -1.977 -1.031  0.1010
S: 2.919 -3.701 -3.065  0.6562
C: 2.143 -2.844 -1.980  -0.9295
N: 1.550 -2.226 -1.157  -0.0765

Computed properties:
<S²> ... 3.78
Total charge ... +1
Calculated total energy ... -71839.29551 eV
2S+1 ... 4
Relative energy (zero: lowest compared OMol25 entry of this formula, charge and spin) ... 1.628 eV

(4)
Below is a 6-piece molecular cluster, C19H25F3O17S overall, with properties calculated with ωB97M-V/def2-TZVPD.

Each line ends with the Löwdin charge.
Atoms and positions in Å:
C: -1.207 -1.179 0.722  -0.0223
C: -1.548 -1.821 -0.661  -0.1777
O: -1.172 -0.844 -1.657  0.1252
C: -0.368 0.031 -1.038  -0.6388
O: 0.180 0.904 -1.563  0.1923
O: -0.298 -0.223 0.257  0.0794
F: -2.962 -1.964 -0.739  -0.0107
H: -0.661 -1.914 1.298  0.1246
H: -2.092 -0.738 1.186  0.1180
H: -1.124 -2.791 -0.961  0.1743
C: 3.166 -0.091 -2.853  -0.0341
C: 3.089 -1.252 -1.814  -0.2415
O: 3.873 -2.250 -2.408  0.1377
C: 4.147 -1.889 -3.700  -0.5476
O: 4.897 -2.505 -4.441  0.1448
O: 3.486 -0.818 -4.006  0.1104
F: 1.774 -1.688 -1.587  0.0427
H: 3.944 0.573 -2.537  0.1200
H: 2.202 0.428 -2.885  0.1340
H: 3.496 -1.027 -0.841  0.1349
C: 2.574 3.209 0.235  -0.0478
C: 3.492 3.459 1.424  -0.2767
O: 4.673 2.763 1.073  0.1211
C: 4.362 1.742 0.213  -0.5119
O: 5.072 0.830 -0.047  0.1762
O: 3.077 1.969 -0.256  0.0469
F: 2.935 3.070 2.642  0.0442
H: 2.677 4.031 -0.507  0.1542
H: 1.568 3.225 0.630  0.1431
H: 3.794 4.496 1.577  0.1667
O: -2.130 1.473 2.945  0.1277
C: -3.133 0.835 2.774  -0.4702
O: -3.224 -0.478 3.201  -0.0116
C: -4.372 -1.149 2.735  -0.1796
C: -5.160 -0.146 1.901  -0.1474
C: -4.405 1.163 2.056  -0.0737
H: -5.006 -1.431 3.555  0.1149
H: -4.066 -2.036 2.147  0.1274
H: -6.183 -0.158 2.251  0.1069
H: -5.236 -0.499 0.861  0.1102
H: -4.998 1.915 2.652  0.1475
H: -4.181 1.727 1.107  0.1159
O: 1.683 -2.287 1.638  0.0730
C: 2.828 -1.983 2.005  -0.4757
O: 3.893 -2.709 1.959  0.0639
C: 5.035 -1.853 1.977  -0.1343
C: 4.601 -0.668 2.857  -0.1388
C: 3.087 -0.572 2.604  -0.0429
H: 5.242 -1.619 0.934  0.1103
H: 5.947 -2.373 2.414  0.1495
H: 5.182 0.231 2.627  0.1062
H: 4.821 -0.910 3.908  0.1188
H: 2.867 0.161 1.854  0.0925
H: 2.433 -0.325 3.429  0.1276
C: -4.156 -0.234 -3.541  -0.2014
C: -5.588 -0.261 -3.131  -0.1062
O: -5.769 0.899 -2.246  -0.2024
S: -4.616 1.949 -2.448  0.6152
O: -3.892 1.958 -1.191  -0.2455
O: -5.090 3.078 -3.151  -0.2005
O: -3.759 1.080 -3.469  -0.1733
H: -3.981 -0.538 -4.579  0.1499
H: -3.490 -0.777 -2.922  0.0967
H: -5.887 -1.130 -2.561  0.1300
H: -6.343 -0.073 -3.907  0.1381

Computed properties:
Structure (SMILES) ... O=C1OC[C@@H](F)O1.O=C1OC[C@@H](F)O1.O=C1OC[C@@H](F)O1.O=S1(=O)OCCO1.O=C1CCCO1.O=C1CCCO1
Calculated total energy ... -73902.71760 eV
2S+1 ... 1